Entry 1:
16
Properties=species:S:1:pos:R:3:lowdin_charge:R:1 method="wB97M-V/def2-TZVPD" relative_energy_kcal_mol=41.2 homo_lumo_gap_ev=9.23 smiles="N#C[C@]1(O)C=CC=CC1" lumo_ev=0.47
N 0.84443 2.63638 1.91940 0.198
C 0.50311 1.69068 1.39660 -0.173
C 0.14087 0.47546 0.76640 -0.557
O 0.03577 -0.53805 1.71997 0.032
C 1.29945 0.00504 -0.03358 -0.026
C 1.10599 -0.85686 -1.06306 -0.062
C -0.23244 -1.35738 -1.29263 -0.075
C -1.29940 -0.59266 -0.88410 -0.067
C -1.15816 0.59229 -0.00789 -0.091
H 0.70303 -0.51214 2.42351 0.127
H 2.25913 0.51890 0.14666 0.126
H 1.94111 -1.12053 -1.76489 0.124
H -0.47532 -2.06633 -1.98541 0.065
H -2.33168 -0.74724 -1.28595 0.125
H -1.26675 1.43527 -0.60759 0.119
H -2.06915 0.43718 0.55258 0.135


Entry 2:
17
Properties=species:S:1:pos:R:3:lowdin_charge:R:1 method="wB97M-V/def2-TZVPD" relative_energy_kcal_mol=65.7 homo_lumo_gap_ev=10.11 smiles="Cc1ccncc1C(=O)O" lumo_ev=0.53
C -0.20574 -1.98398 0.31460 0.028
C 0.43690 -0.57428 -0.10180 -0.196
C 1.72228 -0.46918 -0.61784 -0.002
C 2.14393 0.85325 -0.89457 -0.188
N 1.44324 1.89718 -0.85944 0.065
C 0.19464 1.74322 -0.42311 -0.035
C -0.45080 0.45080 -0.00716 -0.067
C -1.84938 0.50451 0.53884 -0.473
O -2.76635 -0.07517 -0.04134 0.108
O -2.00568 1.16554 1.67090 0.193
H -0.51440 -2.09644 1.36121 0.100
H -0.92230 -2.06682 -0.19258 -0.074
H 0.64232 -2.69118 -0.19535 0.138
H 2.40570 -1.32604 -0.69492 0.116
H 3.07234 0.73224 -1.29145 0.076
H -0.45682 2.72315 -0.26482 0.151
H -2.88987 1.21321 1.69883 0.061


Entry 3:
18
Properties=species:S:1:pos:R:3:lowdin_charge:R:1 method="wB97M-V/def2-TZVPD" relative_energy_kcal_mol=137.3 homo_lumo_gap_ev="7.17 / 7.17" lumo_ev="-0.92 / -0.92"
C -0.00474 -1.12262 0.32274 -0.272
C -1.50128 0.46341 -1.11016 -0.101
C -0.25012 -0.13376 1.36880 -0.060
C -1.76982 1.11005 0.01829 -0.148
C 2.14705 0.59681 -0.32139 -0.626
C -0.44894 -0.52030 -1.09114 -0.127
C -1.12965 0.87608 1.21020 -0.107
N 2.38174 -0.64394 -0.00701 -0.347
O 3.43157 -1.19754 -0.35041 0.014
O 1.35309 -1.51017 0.24851 0.001
S 2.37549 2.09972 -0.07013 0.830
H -0.47642 -2.08326 0.56742 0.167
H -2.19316 0.53110 -2.07417 0.159
H 0.26247 -0.30086 2.25668 0.099
H -2.59761 1.84824 0.08448 0.119
H 0.56656 -0.16730 -1.54432 0.138
H -0.83892 -1.32355 -1.69543 0.112
H -1.30732 1.47788 2.18703 0.148


Entry 4:
18
Properties=species:S:1:pos:R:3:lowdin_charge:R:1 method="wB97M-V/def2-TZVPD" relative_energy_kcal_mol=103.8 homo_lumo_gap_ev=8.70 smiles="O=Cc1ccco1.N=C=CO" lumo_ev=0.08
O 0.82537 1.19502 -2.18727 0.036
C 0.43283 1.27000 -1.04331 -0.251
C -0.71213 0.44734 -0.60728 -0.242
C -1.40942 -0.63806 -1.09297 0.027
C -2.26538 -0.95298 -0.05455 -0.054
C -2.08945 -0.05557 0.92066 -0.106
O -1.13159 0.80230 0.61571 0.053
H 0.68773 2.09918 -0.34287 0.139
H -1.18140 -1.02844 -2.01793 0.104
H -2.97384 -1.76097 -0.07870 0.114
H -2.44922 0.16604 1.83419 0.102
N 2.35688 -0.99036 -0.80889 0.175
C 2.28011 -0.07114 -0.02033 -0.216
C 2.35909 0.80401 0.95823 -0.182
O 1.44018 0.95761 2.00147 -0.015
H 1.91169 -0.75839 -1.74189 0.094
H 3.19374 1.37981 0.94457 0.093
H 1.00488 0.05444 1.98023 0.127


Entry 5:
18
Properties=species:S:1:pos:R:3:mulliken_spin:R:1 method="wB97M-V/def2-TZVPD" relative_energy_kcal_mol=149.2 homo_lumo_gap_ev="6.47 / 8.56" spin_multiplicity=3 lumo_ev="-0.77 / -1.43"
C -1.04910 1.40127 -0.99880 -0.058
C -0.27477 2.35060 -1.53791 0.412
C -1.05783 0.59527 0.10411 1.187
C 1.24263 2.98593 0.07652 0.053
C 1.16923 -0.56573 0.63755 0.146
C 0.40377 -1.52065 -0.14480 0.141
C -0.37511 -0.42950 0.68089 -0.003
N 2.64075 3.04973 0.30972 0.000
O 3.24289 1.99290 0.15636 0.007
O 3.08076 4.05552 0.87640 0.011
O 0.90230 2.87098 -1.12070 -0.006
H -1.82377 1.00165 -1.53963 0.045
H -0.63651 2.94907 -2.38419 0.006
H 1.74146 -0.96560 1.46817 0.013
H 1.88982 0.01534 0.00375 -0.001
H 0.22934 -1.15109 -1.25472 0.002
H -0.01264 -2.45265 0.19804 -0.011
H -0.75743 -0.81946 1.72706 0.054


Entry 6:
16
Properties=species:S:1:pos:R:3:lowdin_charge:R:1 method="wB97M-V/def2-TZVPD" relative_energy_kcal_mol=88.3 homo_lumo_gap_ev=7.32 lumo_ev=-0.50
C -1.59618 -1.33056 -0.00017 -0.183
C -0.85622 -1.99048 1.05108 -0.496
C -1.01182 -0.31234 -0.59550 0.018
C -0.03093 0.55111 -0.67096 -0.285
C 0.89313 0.19545 2.29899 -0.294
C 0.16959 1.64921 0.36789 -0.157
C 1.03757 0.46469 -1.72296 -0.048
N 0.85644 1.03969 1.45454 -0.027
S -0.24483 -1.30501 2.45417 0.828
H -2.52383 -1.77763 -0.32988 0.098
H -0.64291 -3.04820 0.93432 0.046
H 0.79491 2.45168 -0.03305 0.118
H -0.77451 2.06944 0.73160 0.133
H 0.90967 1.24655 -2.47238 0.084
H 1.01012 -0.50514 -2.21376 0.083
H 2.00981 0.60154 -1.25393 0.083


Entry 7:
17
Properties=species:S:1:pos:R:3:lowdin_charge:R:1 method="wB97M-V/def2-TZVPD" relative_energy_kcal_mol=92.2 homo_lumo_gap_ev="7.38 / 7.38" lumo_ev="0.12 / 0.12"
C 0.81667 2.37960 0.97378 -0.184
C 1.21363 1.19345 0.37719 -0.100
C -0.26118 2.25503 1.83888 -0.416
C 0.38481 0.12962 0.77681 -0.523
C 0.59375 -2.37480 0.35824 0.020
C 0.36773 -1.10453 0.24966 -0.230
C -1.27556 -0.86812 -1.14121 -0.793
N -0.93757 -1.06933 -2.40964 0.040
S -2.72017 -0.48825 -0.55327 0.622
S -0.96580 0.70425 1.85246 0.987
H 1.28503 3.26128 0.84671 0.061
H 1.98286 0.99850 -0.37410 0.120
H -0.80988 3.00405 2.35886 0.050
H 0.53079 -3.10457 -0.48059 0.080
H 1.35191 -2.60585 1.16351 0.091
H -0.00386 -1.33144 -2.66027 0.094
H -1.55315 -0.97886 -3.17702 0.082


Entry 8:
20
Properties=species:S:1:pos:R:3:lowdin_charge:R:1 method="wB97M-V/def2-TZVPD" charge=-1 relative_energy_kcal_mol=0.0 homo_lumo_gap_ev=7.14 lumo_ev=3.06
C -2.47243 -2.41675 -0.81768 -0.180
C -2.54531 -1.19549 0.04761 -0.203
C -1.18416 -2.78010 -1.05568 -0.491
C -1.29780 -0.75185 0.29553 -1.023
C 2.96191 0.05168 0.83512 0.035
C 2.15476 1.09129 0.46138 -0.182
C 2.04953 2.27721 1.35063 -0.271
O -2.11187 1.34675 -1.88984 -0.520
O 2.98240 2.49729 2.13295 -0.018
O 0.04467 2.37231 -1.48994 -0.573
S 0.00456 -1.71286 -0.43179 0.932
S -0.91012 0.78522 0.99987 0.525
S -1.33457 2.17543 -0.99328 0.553
H -3.36895 -2.87118 -1.18311 0.076
H -3.45616 -0.88332 0.54388 0.097
H -0.81656 -3.63999 -1.64038 0.055
H 3.11912 -0.78154 0.21076 0.029
H 3.35742 0.14101 1.79191 0.034
H 1.57179 1.31877 -0.40706 0.035
H 1.25176 2.97614 1.23910 0.090


Entry 9:
22
Properties=species:S:1:pos:R:3:mulliken_spin:R:1 method="wB97M-V/def2-TZVPD" charge=+3 relative_energy_kcal_mol=38.1 homo_lumo_gap_ev="5.99 / 6.69" spin_multiplicity=5 lumo_ev="-12.19 / -16.63"
O -1.13362 -0.33542 -5.19668 0.146
C -0.72958 -0.58716 -4.14746 0.121
Os -0.09949 -0.88174 -2.32927 1.697
O -1.55111 1.87634 -2.58620 0.113
C -0.99294 0.88639 -2.35551 0.227
C 0.84917 -2.14238 -1.09629 0.097
O 1.39423 -2.86064 -0.37038 0.068
C 1.62378 0.08883 -2.29370 0.080
O 2.61226 0.69346 -2.24939 0.133
C -1.69608 -1.56977 -1.39696 0.090
O -2.64172 -1.93834 -0.84183 0.134
H 0.42101 -2.28588 -3.12297 0.078
C 0.88390 2.07457 2.79906 0.067
S 0.70632 0.45411 2.03323 0.319
C -0.45538 -0.22281 3.23384 0.071
O 0.01141 0.68103 0.71987 0.529
H 1.25184 1.94645 3.81846 -0.001
H -0.08769 2.57582 2.77709 0.014
H 1.61688 2.61537 2.19457 0.004
H -1.35706 0.40453 3.27448 0.014
H -0.70137 -1.25047 2.94178 0.003
H 0.07525 -0.22228 4.19428 -0.003


Entry 10:
15
Properties=species:S:1:pos:R:3:lowdin_charge:R:1 method="wB97M-V/def2-TZVPD" relative_energy_kcal_mol=135.4 homo_lumo_gap_ev=9.62 lumo_ev=0.79
C 0.01566 -2.43036 -0.23831 -0.169
C -0.69964 -2.71753 0.76992 0.097
C 0.64279 -1.70679 -1.29894 0.012
C 0.27437 -0.51416 -0.81503 -0.234
C -0.56056 -0.94038 0.49102 -0.309
C 0.27442 0.87526 -1.23073 -0.024
C -0.09547 -0.23248 1.70280 -0.085
H 1.03963 -1.97770 -2.25522 0.110
H -1.50315 -0.54492 0.32176 0.117
H -0.65688 1.12723 -1.69260 0.093
H 1.05208 1.22531 -1.85066 0.078
H 0.30635 1.33629 -0.26973 0.061
H 0.91683 -0.48026 1.93194 0.084
H -0.71138 -0.39361 2.65209 0.117
H -0.13595 0.80344 1.47750 0.052


Entry 11:
15
Properties=species:S:1:pos:R:3:lowdin_charge:R:1 method="wB97M-V/def2-TZVPD" relative_energy_kcal_mol=18.4 homo_lumo_gap_ev=10.14 smiles=Cc1ccccc1 lumo_ev=1.10
C 0.14680 -2.18985 0.48475 -0.051
C 0.16693 -0.69693 0.07465 -0.297
C -0.82747 -0.24291 -0.79544 -0.064
C -0.99733 1.10253 -0.94693 -0.141
C -0.18225 2.00678 -0.41255 -0.121
C 0.77826 1.62457 0.53978 -0.051
C 0.90078 0.22182 0.76040 -0.076
H -0.82518 -2.57782 0.28008 0.042
H 0.31659 -2.12860 1.61729 0.100
H 0.86551 -2.77370 -0.23691 0.112
H -1.42265 -0.93241 -1.39618 0.116
H -1.81903 1.29751 -1.65069 0.115
H -0.26023 3.01919 -0.81274 0.107
H 1.51617 2.30741 0.99281 0.106
H 1.64311 -0.03759 1.50167 0.104


Entry 12:
15
Properties=species:S:1:pos:R:3:lowdin_charge:R:1 method="wB97M-V/def2-TZVPD" relative_energy_kcal_mol=23.5 homo_lumo_gap_ev=9.52 smiles=Cc1ccccc1 lumo_ev=0.98
C 2.08929 0.59658 0.14556 -0.052
C 0.59496 0.41507 0.09148 -0.297
C -0.11136 0.52301 -1.10908 -0.061
C -1.26566 -0.23491 -1.27574 -0.094
C -1.68888 -1.03880 -0.22258 -0.116
C -1.31088 -0.66960 1.06394 -0.094
C -0.15481 0.08826 1.22440 -0.060
H 2.34073 1.64860 0.26704 0.076
H 2.52558 0.01796 0.97079 0.080
H 2.56382 0.21992 -0.77244 0.082
H 0.27837 1.19690 -1.87045 0.115
H -1.87191 -0.22971 -2.17637 0.103
H -2.25530 -1.94535 -0.40405 0.101
H -1.95237 -0.98004 1.88317 0.103
H 0.19920 0.44197 2.19175 0.115